The following is a quantum chemistry calculation of the ion C4H11NOP with charge +1, from the Open Molecules 2025 dataset.

```
18
Properties=species:S:1:pos:R:3:mulliken_charge:R:1
N 0.181 1.951 2.092 -0.37
C 0.719 0.824 1.343 -0.66
C -0.040 -0.035 0.636 0.59
O -1.419 0.328 0.615 -0.59
C 0.534 -1.196 -0.081 -0.37
C -0.272 -1.530 -1.363 -1.11
P -0.641 -0.079 -2.591 -0.02
H 0.818 2.666 2.432 0.39
H -0.209 1.791 3.135 0.43
H -0.537 2.563 1.610 0.39
H 1.783 0.838 1.274 0.34
H -2.140 -0.193 0.083 0.41
H 0.617 -2.095 0.509 0.31
H 1.500 -0.811 -0.502 0.29
H 0.211 -2.384 -1.889 0.47
H -1.255 -2.092 -1.047 0.37
H 0.707 0.384 -2.529 0.05
H -0.557 -0.928 -3.727 0.10
```

Properties
SMILES string ... [NH3+]/C=C(\O)CCP
LUMO ... -3.77 eV
HOMO energy ... -12.69 eV
Total charge ... +1
Frontier orbital gap ... 8.93 eV
Spin multiplicity ... 1

=====

The following is a quantum chemistry calculation of a cluster of 2 separate species, C4H11NOPS in total, from the Open Molecules 2025 dataset.

```
19
Properties=species:S:1:pos:R:3:mulliken_charge:R:1
C 2.482 -1.540 0.363 0.50
C -2.129 -0.654 0.326 -0.99
C -0.233 1.289 0.878 -1.10
C -1.747 1.806 -1.542 -1.04
N 3.458 -1.999 0.816 -0.21
O 1.473 -0.976 0.078 -0.50
P -1.018 0.441 -0.490 0.63
S 5.072 -2.461 0.491 -0.02
H -2.850 -0.010 0.762 0.39
H -1.417 -1.103 0.980 0.36
H -2.512 -1.348 -0.381 0.40
H 0.472 0.532 1.403 0.32
H -0.987 1.695 1.561 0.39
H 0.445 2.091 0.513 0.42
H -0.921 2.499 -1.399 0.33
H -2.719 2.095 -1.449 0.41
H -1.704 1.498 -2.593 0.37
H -0.162 -0.170 -1.345 0.15
H 4.996 -3.685 1.027 0.18
```

Properties
LUMO ... -2.66 eV
HOMO energy ... -12.40 eV
Total charge ... +1
Frontier orbital gap ... 9.74 eV
Spin multiplicity ... 1

=====

The following is a quantum chemistry calculation of a structure of composition C4H11NORb, from the Open Molecules 2025 dataset.

```
18
Properties=species:S:1:pos:R:3:lowdin_spin:R:1
Rb -2.842 -1.155 3.272 0.89
C -1.521 1.509 0.620 0.02
C -0.873 0.174 0.226 0.01
C 0.462 0.258 -0.590 0.00
O 1.017 -0.978 -0.884 0.00
C 2.193 -0.975 -1.630 0.00
N -0.613 -0.605 1.411 0.02
H -2.436 1.393 1.202 0.02
H -1.972 2.009 -0.237 0.00
H -0.728 2.165 0.978 0.00
H -1.576 -0.405 -0.373 0.01
H 1.185 0.610 0.146 0.00
H 0.514 1.035 -1.352 0.00
H 2.649 -1.918 -1.330 0.00
H 2.805 -0.167 -1.229 0.00
H 2.126 -0.896 -2.716 0.00
H -0.783 -1.529 1.041 0.02
H 0.394 -0.527 1.444 0.00
```

Properties
LUMO (spin up / spin down) ... 0.29 / 0.39 eV
HOMO energy (spin up / spin down) ... -3.33 / -10.23 eV
Frontier orbital gap (spin up / spin down) ... 3.62 / 10.62 eV
Spin multiplicity ... 2

=====

The following is a quantum chemistry calculation of the molecule C4H11NOS, from the Open Molecules 2025 dataset.

```
18
Properties=species:S:1:pos:R:3:mulliken_charge:R:1
C 0.828 0.821 1.980 -1.22
C -0.037 -0.094 1.186 0.32
C -1.463 0.368 1.096 -1.16
S 0.603 -0.095 -0.744 0.73
C -0.180 -1.677 -1.223 -1.07
N 0.232 0.663 -2.290 -0.63
O 2.031 -0.341 -0.727 -0.69
H 1.867 0.709 1.677 0.41
H 0.748 0.491 3.018 0.36
H 0.538 1.877 1.948 0.29
H -1.941 -0.024 0.199 0.34
H -1.585 1.459 1.117 0.26
H -1.993 -0.040 1.959 0.38
H 0.513 -2.219 -1.856 0.43
H -0.371 -2.233 -0.312 0.34
H -1.099 -1.462 -1.756 0.36
H 0.762 0.176 -3.002 0.28
H 0.547 1.621 -2.269 0.28
```

Properties
SMILES string ... CC(C)=[S@@](C)(N)=O
LUMO ... 0.26 eV
HOMO energy ... -7.82 eV
Frontier orbital gap ... 8.07 eV
Spin multiplicity ... 1

=====

Listing energy relative to the best compared isomer or geometry (same formula, charge and spin) for the structures above in their given order: 1.583, 0.000, 0.557, 4.620 eV.